{"formula": "C5H13NO2", "method": "wB97M-V/def2-TZVPD", "elements": ["H", "H", "O", "H", "N", "H", "C", "C", "O", "H", "H", "C", "H", "H", "C", "H", "H", "H", "C", "H", "H"], "positions_angstrom": [[1.42550, -1.51593, -2.69348], [1.07684, 2.90249, 1.59423], [-1.87966, 1.78494, 1.94715], [0.21694, -2.62687, -2.04439], [0.24492, 2.40406, 1.32820], [1.42810, -0.24733, -0.55873], [-0.52557, -0.02178, -1.39458], [0.09950, -1.53369, 0.51898], [-0.82333, 3.36883, 3.09663], [-0.71950, -2.23430, 0.32052], [0.38386, 1.48905, 0.93319], [-0.80591, 2.56972, 2.20592], [1.82592, -2.57054, -1.35428], [-0.26620, -0.79889, 1.23401], [1.03424, -1.94901, -1.77235], [-0.20972, 0.43857, -2.32960], [0.90558, -2.10497, 0.97092], [-0.76719, 0.81019, -0.73359], [0.57292, -0.88791, -0.78752], [-1.78778, 1.33100, 1.10130], [-1.42949, -0.60763, -1.58255]], "forces_ev_per_angstrom": [[-0.0576, 0.0914, -0.0145], [0.0554, -0.0410, 0.0201], [-0.0503, -0.0888, 0.0558], [-0.0113, 0.1419, 0.0427], [-0.1329, -0.0564, 0.0511], [0.1085, 0.0869, 0.0055], [0.1062, 0.0391, 0.0051], [-0.0597, -0.1348, -0.4268], [0.0037, 0.0297, 0.1088], [0.0322, 0.1005, 0.0002], [0.1458, 0.0054, -0.0392], [0.0066, 0.1339, -0.1585], [0.0524, 0.0031, 0.1020], [0.0184, 0.0749, 0.1525], [0.0739, -0.3002, -0.1593], [0.0267, -0.0825, -0.1207], [0.0834, -0.0075, 0.1808], [-0.2126, 0.0458, 0.0578], [-0.2314, -0.0954, 0.1149], [0.0116, -0.0037, -0.0080], [0.0309, 0.0576, 0.0296]], "homo_lumo_gap_ev": 11.18, "e_above_lowest_kj_mol": 7.5, "smiles": "NC(=O)O.CC(C)C", "e_tot_ev": -10981.8013}